# C25H21FeI4N3O

A structure of composition C25H21FeI4N3O (wB97M-V/def2-TZVPD, OMol25).

LUMO (spin up / spin down), eV: -4.08 / -5.12
DFT total energy, eV: -99569.7884
2S+1: 6
Molar mass, g mol⁻¹: 942.924
Gap between HOMO and LUMO (spin up / spin down), eV: 6.24 / 5.28
Total charge: +1

Atoms and positions in Å:
1 Fe -0.13399 0.71246 -0.89655
2 I -6.46866 -0.32986 2.56010
3 C -4.93718 0.25998 1.28104
4 C -4.57422 1.59613 1.21241
5 C -3.54524 1.98692 0.36788
6 I -2.90838 3.96441 0.34414
7 C -2.87153 1.05465 -0.42636
8 O -1.86155 1.40315 -1.20953
9 C -3.24392 -0.30171 -0.33270
10 C -2.42947 -1.30366 -1.10063
11 N -1.04380 -1.33323 -0.57373
12 C -0.17738 -2.27923 -1.28192
13 C 0.32911 -1.68977 -2.58247
14 C 0.59656 -2.47498 -3.69220
15 C 1.09039 -1.87611 -4.83836
16 C 1.29497 -0.50493 -4.85015
17 C 0.99810 0.21331 -3.70943
18 N 0.52990 -0.36474 -2.59502
19 C -4.26845 -0.68762 0.51377
20 H -5.08163 2.33244 1.81996
21 H -2.88155 -2.29893 -1.04220
22 H -2.37111 -1.01805 -2.15429
23 H -1.07928 -1.56761 0.41455
24 H 0.68242 -2.50020 -0.64229
25 H -0.67722 -3.23190 -1.48587
26 H 0.40649 -3.53854 -3.65250
27 H 1.30235 -2.46980 -5.71661
28 H 1.66756 0.00467 -5.72640
29 H 1.12801 1.28667 -3.67124
30 H -4.54043 -1.73310 0.58014
31 C -0.84822 -0.43652 4.47291
32 C 0.47647 -0.81830 4.28500
33 C 1.13446 -0.50707 3.11203
34 C 0.45945 0.19707 2.09053
35 C -0.89126 0.54545 2.28371
36 C -1.52899 0.24717 3.46890
37 N 1.03946 0.48608 0.87871
38 C 2.41017 0.71305 0.82865
39 C 3.12180 0.31621 -0.31430
40 C 4.48248 0.53732 -0.39721
41 C 5.14668 1.19690 0.63015
42 C 4.44144 1.64132 1.74222
43 C 3.08521 1.40126 1.85188
44 H -1.35428 -0.68552 5.39548
45 H 0.99307 -1.37460 5.05501
46 H 2.15004 -0.84028 2.95100
47 H -1.41915 1.08991 1.50985
48 H -2.56010 0.54271 3.60965
49 H 2.60592 -0.19597 -1.11658
50 H 5.02676 0.20243 -1.26977
51 H 6.20936 1.38136 0.55608
52 H 4.95108 2.18583 2.52500
53 H 2.53200 1.77810 2.70077
54 I 0.51018 3.36186 -1.33673
55 I 2.89513 3.72341 -2.42650

Cartesian forces (eV/Å) of the 2 atoms listed first:
-0.08 -0.76 0.22
-0.03 -0.02 0.04

# C21H19FO2

An isolated molecule of C21H19FO2 at a distorted geometry (wB97M-V/def2-TZVPD, OMol25).

LUMO, eV: -1.15
ΔE to the lowest compared entry with this formula, charge and spin, kcal per mole: 169.5
DFT total energy, eV: -28887.5323
2S+1: 1
Molar mass, g mol⁻¹: 322.379
Gap between HOMO and LUMO, eV: 7.56

Atoms and positions in Å:
1 O -1.63295 0.57703 5.01806
2 C -1.44868 0.66167 3.78180
3 C -2.51680 1.34255 2.77893
4 C -2.05043 2.05527 1.62616
5 C -2.99575 2.73236 0.53331
6 C -4.31022 1.85865 0.18119
7 C -4.00486 0.32663 -0.15947
8 F -3.84342 0.09355 -1.58846
9 C -0.45767 2.17693 1.37194
10 O 0.08171 3.21692 0.93095
11 C 0.37732 0.85810 1.78426
12 C 1.58759 0.41263 0.93458
13 C 2.33031 -0.89641 1.35706
14 C 3.55143 -1.38876 0.45032
15 C 3.70620 -0.62542 -0.94817
16 C 2.60498 -0.98454 -2.04401
17 C 1.14257 -1.40488 -1.77967
18 C 0.09741 -1.69917 -2.91778
19 C 0.55486 -1.59675 -4.41495
20 C 2.02860 -1.18535 -4.70273
21 C 3.03212 -0.89219 -3.55853
22 C 1.83003 -1.66841 2.61518
23 C 0.60161 -1.21274 3.48127
24 C -0.13979 0.06889 3.04371
25 H -3.65141 1.23492 2.95202
26 H -2.37927 2.77645 -0.44287
27 H -3.25849 3.83406 0.76651
28 H -5.10372 1.98654 1.01145
29 H -4.74744 2.33228 -0.78032
30 H -3.09075 -0.11291 0.35973
31 H -4.90927 -0.28919 0.21611
32 H 1.86821 1.06640 0.04496
33 H 4.53971 -1.31498 1.04832
34 H 3.40965 -2.51581 0.23016
35 H 3.76035 0.50957 -0.81717
36 H 4.72578 -0.94197 -1.39248
37 H 0.75462 -1.52027 -0.71777
38 H -0.98971 -1.97579 -2.70268
39 H -0.16931 -1.82596 -5.27165
40 H 2.39590 -1.10522 -5.78910
41 H 4.09414 -0.57468 -3.81269
42 H 2.39499 -2.62395 2.92140
43 H 0.22987 -1.76606 4.40115

Cartesian forces (eV/Å) of the 2 atoms listed first:
0.54 0.12 -4.24
-0.21 -0.30 1.13

# C36H34GeInN4O3S

A structure of composition C36H34GeInN4O3S at a distorted geometry (wB97M-V/def2-TZVPD, OMol25).

LUMO, eV: -3.00
DFT total energy, eV: -122507.4296
2S+1: 1
Molar mass, g mol⁻¹: 790.188
Gap between HOMO and LUMO, eV: 7.84
Total charge: +1

Atoms and positions in Å:
1 In -1.13224 -0.20904 2.58661
2 O 0.34256 1.18129 2.17993
3 C 0.93658 1.99561 3.07878
4 C 2.18382 2.51048 2.68091
5 C 2.80050 3.46456 3.44585
6 C 2.25873 3.91841 4.64585
7 C 1.10908 3.35153 5.10451
8 C 0.37211 2.36758 4.27388
9 C -0.79698 1.78665 4.84120
10 N -1.61738 0.84184 4.38849
11 C -2.70704 0.85236 5.23152
12 C -2.56648 1.74212 6.24193
13 N -1.36758 2.27703 5.99627
14 H 2.63418 2.14590 1.71918
15 H 3.80886 3.80064 3.16054
16 H 2.85044 4.68653 5.19262
17 H 0.81423 3.60743 6.09303
18 H -3.53266 0.20622 5.09333
19 H -3.20008 1.89537 7.14388
20 H -1.09263 3.09646 6.55713
21 C 3.10272 -0.08871 -0.03619
22 C 2.94522 -1.22925 0.92923
23 C 3.63039 -2.41708 0.99901
24 C 3.31957 -3.38576 1.97631
25 N 2.31732 -3.22284 2.81560
26 C 1.62870 -2.10240 2.72017
27 S 0.21586 -1.95873 3.70330
28 N 2.01331 -1.09522 1.87877
29 C 4.13748 -4.60769 2.09615
30 H 3.69670 0.76313 0.44315
31 H 2.19118 0.12221 -0.48198
32 H 3.82811 -0.46736 -0.79516
33 H 4.27416 -2.67806 0.18977
34 H 1.60134 -0.21436 2.04854
35 H 4.34424 -4.93732 1.02381
36 H 3.83128 -5.46703 2.66825
37 H 5.11564 -4.24354 2.39494
38 O -2.88238 -1.29020 1.81535
39 C -2.56988 -1.10039 0.59480
40 O -1.49329 -0.46695 0.40813
41 C -3.45632 -1.73872 -0.51836
42 C -3.22968 -1.20849 -1.89273
43 Ge -1.61689 -0.35719 -2.66802
44 C 0.05233 -1.38876 -2.59713
45 C 0.98218 -1.10587 -3.58469
46 C 2.22381 -1.76136 -3.51285
47 C 2.47942 -2.62482 -2.50457
48 C 1.53746 -2.92326 -1.52360
49 C 0.32972 -2.17593 -1.52743
50 C -1.43433 1.47699 -1.91530
51 C -0.13634 2.03984 -1.86446
52 C 0.10006 3.26766 -1.21190
53 C -0.93980 3.78132 -0.42544
54 C -2.16722 3.17602 -0.46524
55 C -2.51288 2.08126 -1.21865
56 C -2.22764 -0.34480 -4.53285
57 C -1.95525 -1.44848 -5.34431
58 C -2.20574 -1.40803 -6.74168
59 C -2.71357 -0.16591 -7.23793
60 C -3.09659 0.86407 -6.42110
61 C -2.70365 0.78637 -5.12347
62 H -4.48362 -1.69515 -0.22410
63 H -3.21335 -2.81673 -0.36173
64 H -3.92422 -0.39503 -2.09749
65 H -3.40262 -2.06704 -2.56232
66 H 0.87230 -0.43267 -4.42586
67 H 2.93459 -1.60255 -4.22202
68 H 3.45231 -3.23496 -2.54939
69 H 1.81809 -3.62078 -0.75206
70 H -0.31803 -2.40918 -0.74942
71 H 0.68933 1.57607 -2.37232
72 H 1.11456 3.72473 -1.18025
73 H -0.86366 4.67458 0.15708
74 H -2.95188 3.74649 -0.04116
75 H -3.54068 1.70903 -1.01143
76 H -1.38967 -2.34024 -4.91173
77 H -1.99920 -2.26334 -7.38429
78 H -2.96013 -0.16429 -8.27567
79 H -3.58150 1.74566 -6.80631
80 H -2.90739 1.61206 -4.44522

Cartesian forces (eV/Å) of the 2 atoms listed first:
-0.11 -0.51 -0.52
0.26 0.00 0.52